# C23H10BrCl5CoNO4

A structure of composition C23H10BrCl5CoNO4 at a distorted geometry (ωB97M-V with the def2-TZVPD basis set, OMol25).

Structure (ORCA input):
```
! RIJCOSX wB97M-V def2-TZVPD def2/J DEFGRID3
* xyz -1 2
Co -1.188 0.567 0.666
Br -1.090 2.343 -1.210
C 0.802 2.456 -0.892
C 1.539 3.231 -1.748
C 2.921 3.337 -1.564
C 3.527 2.672 -0.534
C 2.784 1.861 0.349
C 3.413 1.147 1.389
C 2.693 0.331 2.219
C 1.306 0.221 2.062
C 0.646 0.911 1.067
C 1.374 1.737 0.178
H 1.052 3.744 -2.563
H 3.497 3.945 -2.246
H 4.595 2.740 -0.388
H 4.483 1.251 1.508
H 3.183 -0.231 3.005
H 0.750 -0.412 2.742
Cl -0.244 3.923 1.826
C -1.542 3.041 2.538
C -1.847 1.765 2.063
C -2.906 1.127 2.712
Cl -3.255 -0.445 2.072
C -3.640 1.682 3.743
Cl -4.941 0.830 4.476
C -3.318 2.972 4.164
Cl -4.215 3.711 5.428
C -2.263 3.651 3.559
Cl -1.899 5.259 4.058
O 0.376 -0.201 -1.913
C -0.304 -1.098 -1.413
O -1.068 -0.897 -0.377
C -0.325 -2.460 -1.968
C -1.104 -3.470 -1.387
C -1.155 -4.719 -1.947
C -0.424 -4.992 -3.115
C 0.351 -3.981 -3.709
C 0.396 -2.737 -3.140
N -0.465 -6.271 -3.680
O -1.159 -7.144 -3.132
O 0.195 -6.490 -4.709
H -1.661 -3.250 -0.489
H -1.752 -5.504 -1.509
H 0.900 -4.208 -4.611
H 0.984 -1.945 -3.579
*
```

Values from the calculation:
E_tot   -203974.7112 eV

---

# C23H11Cl5N3O4RuS3

A structure of composition C23H11Cl5N3O4RuS3 (ωB97M-V with the def2-TZVPD basis set, OMol25).

Structure (ORCA input):
```
! RIJCOSX wB97M-V def2-TZVPD def2/J DEFGRID3
* xyz -1 1
Ru -0.609 -0.503 0.715
C 1.953 -6.648 0.884
C 1.714 -5.271 1.438
C 2.756 -4.521 1.968
C 2.539 -3.241 2.461
C 1.263 -2.694 2.415
C 0.203 -3.444 1.923
C 0.436 -4.718 1.435
S 1.038 -0.995 2.907
O 2.018 -0.789 3.941
O -0.402 -0.836 3.135
N 1.268 -0.100 1.618
C 2.638 0.069 1.197
C 2.735 0.344 -0.278
O 3.423 1.154 -0.822
O 1.927 -0.533 -0.978
H 2.975 -6.975 1.069
H 1.784 -6.666 -0.195
H 1.277 -7.377 1.330
H 3.753 -4.944 2.002
H 3.348 -2.678 2.903
H -0.803 -3.040 1.920
H -0.398 -5.288 1.042
H 3.257 -0.828 1.353
H 3.132 0.899 1.708
Cl 4.169 -1.645 -2.570
C 2.803 -0.824 -3.208
C 1.831 -0.348 -2.334
C 0.688 0.281 -2.818
Cl -0.493 0.835 -1.696
C 0.518 0.449 -4.188
Cl -0.892 1.227 -4.784
C 1.499 -0.010 -5.065
Cl 1.302 0.210 -6.761
C 2.637 -0.648 -4.578
Cl 3.843 -1.223 -5.661
S -2.202 1.042 1.020
C -3.714 0.405 0.400
C -4.892 1.141 0.487
C -6.082 0.632 -0.011
C -7.280 1.418 0.089
N -8.233 2.057 0.163
C -6.100 -0.640 -0.610
C -4.925 -1.374 -0.697
C -3.729 -0.866 -0.199
S -2.230 -1.758 -0.306
C -7.315 -1.200 -1.131
N -8.282 -1.666 -1.543
H -4.882 2.121 0.946
H -4.942 -2.354 -1.155
*
```

Values from the calculation:
E_tot   -134391.8646 eV

---

# C23H13Cl5N2O4ScSe2

A structure of composition C23H13Cl5N2O4ScSe2 at a distorted geometry (ωB97M-V with the def2-TZVPD basis set, OMol25).

Structure (ORCA input):
```
! RIJCOSX wB97M-V def2-TZVPD def2/J DEFGRID3
* xyz 1 1
Sc 0.776 -0.340 -0.187
Cl -2.251 -4.134 5.162
C -1.449 -3.574 3.753
C -0.726 -2.384 3.790
Cl -0.622 -1.455 5.229
C -0.090 -1.959 2.635
Cl 0.816 -0.457 2.610
C -0.138 -2.664 1.437
O 0.477 -2.187 0.368
C -0.873 -3.849 1.414
Cl -0.960 -4.716 -0.071
C -1.516 -4.301 2.562
Cl -2.406 -5.768 2.510
Se 3.259 -2.085 -1.490
Se 2.937 -0.499 -3.191
C 1.035 -0.696 -3.425
C 0.594 -0.823 -4.730
C -0.767 -0.950 -4.968
C -1.638 -0.984 -3.895
C -1.118 -0.860 -2.620
N 0.192 -0.692 -2.386
C 3.875 -0.834 -0.163
C 5.173 -0.894 0.308
C 5.583 0.070 1.220
C 4.708 1.073 1.601
C 3.423 1.052 1.087
N 3.012 0.099 0.248
H 1.299 -0.848 -5.549
H -1.134 -1.048 -5.981
H -2.703 -1.107 -4.023
H -1.757 -0.878 -1.747
H 5.852 -1.658 -0.043
H 6.591 0.048 1.612
H 5.003 1.855 2.286
H 2.687 1.801 1.353
O -3.675 1.110 0.330
C -3.182 2.370 0.292
C -4.027 3.473 0.400
C -3.515 4.753 0.339
C -2.148 4.970 0.166
C -1.314 3.881 0.063
C -1.806 2.568 0.129
C -0.829 1.482 0.050
O -1.147 0.251 0.213
O 0.409 1.734 -0.182
H -4.627 1.155 0.475
H -5.091 3.316 0.532
H -4.190 5.594 0.426
H -1.751 5.974 0.118
H -0.250 4.017 -0.066
*
```

Values from the calculation:
E_tot   -249237.8571 eV

---

# C23H13GdN7O7S

A structure of composition C23H13GdN7O7S at a distorted geometry (ωB97M-V with the def2-TZVPD basis set, OMol25).

Structure (ORCA input):
```
! RIJCOSX wB97M-V def2-TZVPD def2/J DEFGRID3
* xyz 1 8
Gd -0.044 -0.248 -0.913
O -2.879 -1.355 -3.569
C -2.564 -1.138 -2.437
O -1.852 -0.062 -2.023
C -2.895 -2.004 -1.242
C -4.157 -2.330 -0.784
C -4.311 -2.738 0.541
C -3.286 -2.711 1.465
C -2.038 -2.424 0.946
C -1.804 -2.286 -0.413
O -0.573 -2.283 -0.908
N -0.956 -1.980 1.855
O -0.901 -2.400 2.968
O -0.200 -1.077 1.426
N -5.674 -3.071 1.020
O -5.783 -3.389 2.185
O -6.575 -3.006 0.213
H -5.032 -2.199 -1.405
H -3.460 -2.868 2.519
N 4.408 -0.739 -0.611
C 4.470 0.271 0.347
C 5.510 0.707 1.160
C 5.215 1.751 2.011
C 3.936 2.338 2.043
C 2.918 1.898 1.227
C 3.202 0.839 0.364
N 2.391 0.184 -0.568
C 3.152 -0.740 -1.107
C 2.657 -1.627 -2.170
C 3.245 -2.716 -2.726
S 2.235 -3.340 -3.949
C 1.069 -2.165 -3.604
N 1.413 -1.316 -2.673
H 5.160 -1.339 -0.902
H 6.492 0.256 1.131
H 5.987 2.129 2.667
H 3.756 3.157 2.726
H 1.940 2.361 1.253
H 4.197 -3.166 -2.502
H 0.120 -2.125 -4.122
N -3.085 6.420 1.832
C -2.568 5.467 1.457
C -1.917 4.266 0.986
C -1.798 3.163 1.820
C -1.159 2.042 1.324
N -0.671 1.976 0.081
C -0.796 3.042 -0.716
C -1.404 4.212 -0.303
H -2.186 3.176 2.828
H -1.026 1.164 1.944
H -0.398 2.964 -1.721
H -1.482 5.056 -0.973
*
```

Values from the calculation:
E_tot   -80486.6576 eV

---

# C23H14BrCl3GeNSV

A structure of composition C23H14BrCl3GeNSV at a distorted geometry (ωB97M-V with the def2-TZVPD basis set, OMol25).

Structure (ORCA input):
```
! RIJCOSX wB97M-V def2-TZVPD def2/J DEFGRID3
* xyz 0 3
V 10.652 8.402 9.270
S 14.763 7.513 10.853
C 15.009 7.613 9.142
C 16.148 7.305 8.417
C 16.061 7.316 7.066
C 14.895 7.793 6.431
C 13.801 8.194 7.170
C 13.837 8.029 8.550
N 12.761 8.237 9.422
C 13.090 7.941 10.643
C 12.111 7.992 11.715
C 12.459 7.590 13.000
C 11.466 7.668 13.970
C 10.158 8.048 13.635
C 9.869 8.396 12.348
C 10.831 8.393 11.333
H 17.063 7.043 8.906
H 16.900 7.011 6.468
H 14.796 7.828 5.334
H 12.859 8.485 6.719
H 13.469 7.242 13.238
H 11.668 7.379 14.981
H 9.428 8.143 14.413
H 8.841 8.585 12.112
Br 7.959 8.411 9.082
C 7.789 10.327 8.746
C 6.622 10.998 8.771
C 6.569 12.308 8.173
C 7.682 12.915 7.752
C 8.967 12.299 8.012
C 10.187 12.944 7.746
C 11.371 12.312 7.906
C 11.409 10.972 8.307
C 10.276 10.234 8.559
C 9.020 10.931 8.439
H 5.704 10.561 9.029
H 5.621 12.808 8.098
H 7.659 13.964 7.418
H 10.142 13.964 7.399
H 12.305 12.906 7.815
H 12.371 10.503 8.350
Cl 10.168 5.687 6.110
Ge 10.591 5.978 8.204
Cl 8.997 4.846 9.121
Cl 12.329 4.767 8.565
*
```

Values from the calculation:
E_tot   -226220.3234 eV

---

- The highest E_tot belongs to which entry?
  C23H13GdN7O7S

---

- Among the records above, which one has the lowest E_tot?
  C23H13Cl5N2O4ScSe2

---

- Look up the E_tot of the third one.
  -249237.8571 eV